Molecular formula: C34H39ClN4O2P2Re
Method: DFT, ωB97M-V/def2-TZVPD

Values from the calculation:
- Multiplicity: 4
- Energy: -79150.686 eV
- ⟨S²⟩: 3.78
- Energy relative to the best compared isomer or geometry (same formula, charge and spin): 476.3 kJ/mol
- Total charge: +2
- LUMO (spin up / spin down): -7.18 / -9.13 eV
- Orbital gap (spin up / spin down): 5.841 / 3.883 eV

Positions of all 83 atoms, in Å:
1 Re -1.547 -0.574 -3.671
2 C 2.272 -1.474 -0.559
3 C 2.512 -0.964 -1.770
4 C 2.665 -1.823 -3.025
5 C 1.778 -3.071 -3.191
6 C 0.405 -3.247 -2.724
7 C 0.005 -3.379 -1.475
8 C 0.944 -3.699 -0.412
9 C 2.362 -2.937 -0.336
10 C -3.470 -0.519 -2.922
11 H 2.256 -0.864 0.373
12 H 2.389 0.116 -1.886
13 H 3.674 -2.259 -3.045
14 H 2.594 -1.086 -3.853
15 H 1.790 -3.212 -4.287
16 H 2.332 -3.913 -2.726
17 H -0.268 -3.681 -3.517
18 H -1.068 -3.322 -1.237
19 H 1.256 -4.757 -0.636
20 H 0.427 -3.577 0.551
21 H 2.612 -3.139 0.733
22 H 3.103 -3.437 -0.988
23 H -3.634 -0.904 -1.898
24 H -4.321 -0.918 -3.551
25 H -3.434 0.603 -2.968
26 P -2.485 -2.505 -4.403
27 P 0.696 -1.063 -6.060
28 N -3.071 -4.076 -3.813
29 N -4.072 -2.231 -5.502
30 N 1.320 -2.765 -6.622
31 N 1.411 -0.515 -7.855
32 C -1.379 -2.834 -5.783
33 C -1.019 -1.487 -6.486
34 C -3.983 -4.185 -2.764
35 C -4.591 -5.451 -2.857
36 C -3.998 -6.155 -3.959
37 C -3.091 -5.273 -4.535
38 C -4.993 -1.207 -5.496
39 C -6.032 -1.490 -6.375
40 C -5.731 -2.717 -6.995
41 C -4.508 -3.136 -6.462
42 C 2.430 -3.328 -5.966
43 C 2.496 -4.690 -6.301
44 C 1.483 -4.922 -7.284
45 C 0.728 -3.759 -7.375
46 C 2.622 -0.998 -8.365
47 C 2.770 -0.600 -9.708
48 C 1.687 0.269 -10.034
49 C 0.884 0.279 -8.868
50 H -1.903 -3.478 -6.469
51 H -0.479 -3.388 -5.472
52 H -1.240 -1.387 -7.564
53 H -1.526 -0.589 -6.008
54 H -4.111 -3.350 -2.069
55 H -5.331 -5.847 -2.168
56 H -4.253 -7.146 -4.353
57 H -2.457 -5.415 -5.396
58 H -4.980 -0.362 -4.843
59 H -6.856 -0.814 -6.482
60 H -6.330 -3.236 -7.722
61 H -3.969 -4.019 -6.729
62 H 3.144 -2.677 -5.546
63 H 3.191 -5.434 -5.925
64 H 1.313 -5.841 -7.833
65 H -0.128 -3.510 -7.993
66 H 3.299 -1.577 -7.782
67 H 3.569 -0.882 -10.370
68 H 1.499 0.792 -10.990
69 H -0.049 0.820 -8.724
70 Cl 1.419 2.152 4.129
71 C 0.873 1.769 2.546
72 C 0.800 2.757 1.569
73 C 0.318 2.453 0.282
74 C -0.141 1.182 -0.102
75 C -0.035 0.189 0.878
76 C 0.487 0.464 2.168
77 C -0.576 0.819 -1.536
78 O -0.711 1.675 -2.437
79 O -0.817 -0.445 -1.843
80 H 1.128 3.773 1.811
81 H 0.359 3.229 -0.461
82 H -0.323 -0.860 0.660
83 H 0.662 -0.309 2.905